A molecular structure, Cl2Hg4O12S in a non-equilibrium geometry, computed with ωB97M-V with the def2-TZVPD basis set.

CARTESIAN COORDINATES (ANGSTROEM)
1 Hg 1.544 2.980 -0.085
2 Hg -1.742 -1.275 -2.006
3 Hg 2.292 -1.993 2.082
4 Hg -2.350 -1.219 2.888
5 S 0.133 -0.070 0.660
6 O 1.372 -0.610 0.846
7 O -0.759 -0.907 1.454
8 O -0.008 1.333 0.799
9 O -0.357 -0.316 -0.638
10 Cl 4.135 0.229 -0.875
11 O 5.431 0.862 -0.781
12 O 3.076 1.010 -0.448
13 O 3.947 -0.256 -2.178
14 O 4.187 -0.861 0.112
15 Cl -4.205 0.181 -0.277
16 O -5.255 -0.487 -0.957
17 O -4.455 1.532 0.102
18 O -3.635 -0.679 0.762
19 O -3.349 0.548 -1.459

Force components x, y, z for each atom (eV/Å):
Hg 0.351 0.668 -0.217
Hg -1.143 1.786 0.353
Hg 2.021 -0.281 -0.387
Hg -0.019 1.129 -1.688
S -5.562 4.336 -0.927
O 7.410 -2.251 0.916
O -3.341 -2.641 4.524
O 0.394 1.594 2.089
O -1.114 -1.855 -6.099
Cl 4.847 -1.082 -2.120
O -1.536 -0.360 0.536
O -3.185 3.007 1.113
O -0.728 -0.393 -0.190
O 0.124 -1.732 1.607
Cl -3.811 3.055 -3.089
O -0.116 -0.666 2.005
O -0.368 -1.309 1.911
O 1.153 -0.514 0.617
O 4.623 -2.491 -0.955

Summary:
E_HOMO (alpha / beta) ... -18.584 / -18.670 eV
Charge ... +3
M ... 1097.3 g mol⁻¹
Multiplicity ... 2
Frontier orbital gap (alpha / beta) ... 3.0 / 3.1 eV

---

2 unconnected molecules or ions with the total composition Cl2NO2S in a non-equilibrium geometry, computed with ωB97M-V with the def2-TZVPD basis set.

CARTESIAN COORDINATES (ANGSTROEM)
1 N 1.716 -2.487 1.045
2 O -1.535 1.533 0.194
3 O -1.304 2.894 -1.945
4 S -0.667 2.136 -0.842
5 Cl 0.713 -3.049 -0.230
6 Cl 1.077 -1.027 1.778

Force components x, y, z for each atom (eV/Å):
N -0.666 0.811 0.177
O -1.087 -0.349 0.666
O -0.873 0.430 -0.569
S 1.998 -0.122 -0.055
Cl 0.315 0.464 0.640
Cl 0.313 -1.234 -0.859

Summary:
E_HOMO (alpha / beta) ... -1.134 / -4.357 eV
Charge ... -1
M ... 149.0 g mol⁻¹
Multiplicity ... 3
Frontier orbital gap (alpha / beta) ... 3.5 / 5.4 eV